(1)
Entry from the Open Molecules 2025 dataset: 7 unconnected molecules or ions with the total composition C14H28Cl14 in a non-equilibrium geometry (wB97M-V/def2-TZVPD).

The calculation puts the HOMO energy at -10.6 eV. Its spin multiplicity is 1. Its total energy is -190287.7483 eV. The value obtained for the gap between HOMO and LUMO is 10.91 eV. The value obtained for the energy relative to the best compared isomer or geometry (same formula, charge and spin) is 45.76 kJ/mol. The SMILES is ClCCCl.ClCCCl.ClCCCl.ClCCCl.ClCCCl.ClCCCl.ClCCCl. The total charge is 0.

XYZ file:
```
56
Properties=species:S:1:pos:R:3:forces:R:3
Cl 20.206485 7.011547 -8.746140 0.1 0.1 -0.2
C 20.643824 7.312767 -10.465401 0.0 -0.3 0.0
C 19.395617 7.125408 -11.298116 -0.5 0.7 0.3
Cl 19.678483 7.650845 -12.981607 0.1 -0.4 0.0
H 21.451376 6.628769 -10.711869 -0.1 -0.1 -0.1
H 21.010312 8.330631 -10.566539 -0.1 0.1 0.1
H 18.649179 7.816268 -10.908973 0.0 0.0 0.0
H 18.948502 6.136650 -11.273824 0.4 -0.2 -0.1
Cl 13.902675 8.459823 -11.006518 0.1 0.6 -0.3
C 14.412728 9.994923 -11.825112 0.0 -0.3 -0.2
C 15.481770 10.705723 -11.009352 -0.5 0.1 -0.9
Cl 16.109186 12.013041 -12.054665 0.2 0.3 -0.4
H 13.543653 10.622139 -12.011289 -0.1 0.0 0.4
H 14.785389 9.749165 -12.817427 0.2 -0.3 0.2
H 16.349975 10.081613 -10.838931 -0.2 -0.1 0.6
H 15.044616 11.230260 -10.167762 0.3 -0.4 0.4
Cl 23.670523 12.361570 -7.187611 0.0 0.1 -0.1
C 22.771831 11.206747 -6.172185 -0.1 -0.2 0.2
C 21.873044 10.327243 -7.022275 0.4 0.3 -0.4
Cl 20.909961 9.298233 -5.916695 0.2 0.1 -0.4
H 22.194587 11.761507 -5.437640 0.0 0.1 -0.1
H 23.513648 10.610925 -5.647333 0.0 0.0 0.0
H 22.476295 9.736584 -7.711869 0.0 -0.4 0.4
H 21.233538 10.908209 -7.684338 -0.3 0.0 0.5
Cl 20.783298 10.708508 -13.791102 0.5 0.0 0.2
C 19.548291 11.089328 -14.973231 -0.9 0.9 -0.3
C 20.171595 11.520528 -16.285030 0.3 -0.9 -0.2
Cl 18.895592 11.945391 -17.430442 -0.4 0.3 -0.2
H 18.950825 11.933875 -14.619983 0.2 0.0 0.3
H 18.835685 10.272328 -15.067013 0.3 -0.3 -0.2
H 20.696343 10.699267 -16.770589 0.2 0.0 0.2
H 20.855429 12.355029 -16.161052 -0.1 0.1 0.0
Cl 17.932735 18.609595 -9.499047 -0.1 0.0 -0.2
C 19.034318 17.236828 -9.777834 -0.2 -0.3 0.0
C 20.197520 17.287418 -8.812089 0.2 -0.5 -0.4
Cl 21.243417 18.656051 -9.176287 0.3 0.7 0.0
H 19.350482 17.229794 -10.819620 0.2 0.4 0.1
H 18.425612 16.339737 -9.671999 0.1 0.0 0.4
H 20.867467 16.439062 -8.952363 -0.4 -0.3 0.1
H 19.881115 17.343114 -7.774867 -0.1 0.0 0.0
Cl 20.639510 13.276517 -8.741005 -0.3 0.2 0.1
C 19.362670 13.316597 -9.982663 -0.3 0.1 -1.0
C 19.534130 12.117764 -10.924907 0.1 0.4 1.3
Cl 19.066240 10.647406 -9.981755 0.2 0.0 -0.4
H 19.476162 14.249143 -10.536325 0.3 -0.1 -0.1
H 18.359525 13.382241 -9.566328 0.1 -0.4 0.4
H 20.592324 12.054349 -11.153830 0.0 -0.3 -0.2
H 18.929033 12.147042 -11.822704 -0.1 0.1 0.1
Cl 13.127670 13.404576 -10.010250 -0.1 0.3 0.1
C 13.341173 15.106405 -10.534553 0.1 0.0 0.0
C 14.534141 15.260703 -11.444608 -0.1 0.9 0.2
Cl 16.056355 14.972656 -10.561108 0.1 -0.1 0.0
H 13.472860 15.770162 -9.681491 0.0 -0.4 0.3
H 12.421446 15.432521 -11.017221 0.0 -0.2 -0.3
H 14.592543 16.324193 -11.681935 -0.1 -0.1 -0.3
H 14.491590 14.676153 -12.357849 0.1 -0.2 0.1
```
Positions in Å, forces in eV/Å.

Atom charges from the Mulliken analysis, given in e for atoms 1 to 8:
1. Cl -0.18
2. C -0.42
3. C -0.26
4. Cl -0.17
5. H 0.43
6. H 0.18
7. H 0.04
8. H 0.41


(2)
Entry from the Open Molecules 2025 dataset: 7 unconnected molecules or ions with the total composition C14H28Cl14 in a non-equilibrium geometry (wB97M-V/def2-TZVPD).

The calculation puts the HOMO energy at -10.6 eV. Its spin multiplicity is 1. Its total energy is -190286.3130 eV. The value obtained for the gap between HOMO and LUMO is 10.87 eV. The value obtained for the energy relative to the best compared isomer or geometry (same formula, charge and spin) is 184.25 kJ/mol. The SMILES is ClCCCl.ClCCCl.ClCCCl.ClCCCl.ClCCCl.ClCCCl.ClCCCl. The total charge is 0.

XYZ file:
```
56
Properties=species:S:1:pos:R:3:forces:R:3
Cl 0.973691 7.469133 -5.507558 0.4 2.3 -0.5
C 1.148280 5.829386 -5.038936 -1.1 -0.8 1.0
C 0.398157 5.693308 -3.703124 0.0 -1.4 -0.1
Cl 0.477827 3.918622 -3.271523 -0.1 0.4 0.1
H 2.182310 5.501879 -4.931127 -0.1 0.2 -0.2
H 0.608170 5.339258 -5.848976 0.4 -0.8 0.5
H -0.665791 5.920079 -3.771565 0.2 0.1 -0.3
H 0.804227 6.230679 -2.846136 0.3 0.1 -0.4
Cl 3.967996 -3.456195 -1.080089 -0.4 0.2 -0.1
C 5.107727 -3.024594 0.180382 1.1 -0.2 1.2
C 6.006298 -4.238100 0.481981 0.7 0.3 -0.6
Cl 5.117578 -5.450521 1.384715 -0.5 -0.6 0.4
H 4.632758 -2.741731 1.119782 -0.6 -0.3 -0.2
H 5.649304 -2.111361 -0.066178 0.3 -0.3 -0.6
H 6.917436 -4.071976 1.056718 -0.3 0.7 0.2
H 6.374998 -4.722191 -0.422352 -0.3 0.1 -0.2
Cl -1.860352 -6.191015 -0.147918 0.7 -0.4 0.6
C -0.858931 -6.938144 1.161864 0.3 0.1 0.7
C 0.227811 -7.887007 0.705846 0.2 0.2 -1.6
Cl -0.329777 -9.143244 -0.454385 0.0 -0.1 0.5
H -1.527093 -7.333683 1.926853 -0.1 -0.2 -0.4
H -0.266737 -6.166152 1.653220 -0.4 0.5 -0.1
H 0.848451 -8.335165 1.481771 -0.7 -0.1 0.3
H 0.939729 -7.306993 0.118599 -0.1 0.1 -0.1
Cl 5.746840 -2.639053 9.207155 0.2 -0.1 0.5
C 5.295769 -2.582629 7.511494 -0.9 0.2 -0.8
C 4.900480 -1.154719 7.147146 0.9 0.5 0.9
Cl 4.268778 -1.002952 5.526971 -0.2 -0.2 -0.9
H 4.424890 -3.214938 7.338720 0.1 -0.2 0.2
H 6.122824 -2.963253 6.912146 -0.1 0.2 0.0
H 5.777358 -0.511974 7.224990 0.0 0.0 -0.1
H 4.154183 -0.713834 7.808021 0.0 -0.5 0.1
Cl -4.083124 0.948493 -3.437561 0.0 -0.1 0.6
C -3.806187 0.872193 -5.162163 -0.1 0.2 -1.3
C -5.015120 1.431709 -5.919033 -1.1 -0.5 0.7
Cl -4.644627 1.793163 -7.569351 0.7 0.5 -1.4
H -3.576099 -0.144564 -5.480558 -0.3 -0.1 0.2
H -2.916340 1.436431 -5.441279 -0.1 0.3 0.3
H -5.494073 2.298870 -5.464360 0.6 0.2 0.2
H -5.854893 0.749418 -6.050855 0.3 -0.5 0.7
Cl -0.692424 3.271880 1.611141 0.4 -0.1 0.1
C -0.858433 1.486823 1.493574 -1.1 0.5 -0.5
C 0.163635 0.700919 2.235604 1.7 0.7 0.9
Cl -0.008314 -0.994050 1.965484 -0.6 -1.7 -0.4
H -0.855997 1.242953 0.431204 0.1 0.0 0.1
H -1.869677 1.332748 1.870079 0.2 -0.4 0.0
H 0.189100 0.819708 3.318811 -0.5 0.4 -0.1
H 1.195717 0.870682 1.928885 -0.2 0.7 -0.3
Cl -7.930690 3.947073 -1.035385 0.4 0.6 0.2
C -6.644537 5.224878 -1.013507 1.3 -0.9 1.0
C -5.493372 4.873344 0.073270 -1.7 0.1 -1.7
Cl -6.238034 4.937091 1.680549 0.2 0.1 0.2
H -7.043130 6.208780 -0.766186 -0.3 -0.3 0.0
H -6.283971 5.227257 -2.042138 0.3 0.1 0.3
H -4.688438 5.602784 -0.016757 -0.1 0.0 0.2
H -5.116159 3.860498 -0.067978 0.0 0.2 -0.1
```
Positions in Å, forces in eV/Å.

Atom charges from the Mulliken analysis, given in e for atoms 1 to 8:
1. Cl -0.19
2. C -0.36
3. C -0.47
4. Cl -0.22
5. H 0.33
6. H 0.27
7. H 0.31
8. H 0.33


(3)
Entry from the Open Molecules 2025 dataset: a molecular structure, C14H28ClF6N5NiO8S2 in a non-equilibrium geometry (wB97M-V/def2-TZVPD).

The calculation puts the HOMO energy (spin up / spin down) at -8.5 / -8.5 eV. Its spin multiplicity is 3. Its expectation value of S² is 2.00. Its total energy is -130345.7662 eV. The value obtained for the gap between HOMO and LUMO (spin up / spin down) is 8.58 / 8.52 eV. The value obtained for the energy relative to the best compared isomer or geometry (same formula, charge and spin) is 0.00 kJ/mol. The total charge is 0.

XYZ file:
```
65
Properties=species:S:1:pos:R:3:forces:R:3
Ni 1.133619 14.691888 -25.427752 0.1 -1.0 0.6
C 1.247142 15.439386 -29.380332 -1.3 0.6 0.7
F 1.343870 16.077322 -30.527406 0.3 0.3 -0.6
F 0.021333 14.971886 -29.249153 -0.6 -0.1 0.0
F 2.055294 14.407782 -29.386106 1.0 -0.3 0.0
S 1.570338 16.717476 -28.012785 1.7 -1.5 0.7
O 2.991286 16.574437 -27.796373 -0.6 -0.5 0.5
O 1.197953 17.992385 -28.513889 -1.1 0.4 0.0
N 0.631325 16.179707 -26.685337 0.9 1.7 -3.0
S -0.795046 16.952364 -26.727464 -3.2 -0.6 0.1
O -1.487587 17.131937 -28.002746 2.0 0.2 1.4
O -1.616853 16.327900 -25.720593 0.8 0.4 0.1
C -0.383768 18.676822 -25.986597 0.2 -0.6 -0.3
F -0.640821 19.632637 -26.871899 0.0 -0.1 0.5
F -1.115625 18.843777 -24.883670 0.0 0.2 -0.4
F 0.909736 18.740250 -25.613932 -0.4 0.1 -0.2
Cl -0.565786 13.042242 -25.844508 0.6 0.5 0.2
C 1.244021 15.159937 -21.289663 -0.4 -0.1 0.2
C 0.139175 15.137084 -22.321460 0.2 0.5 -0.4
O 0.409600 15.476812 -23.465127 0.2 -0.4 -1.1
N -1.106837 14.807330 -21.949948 0.9 -0.5 0.6
C -2.168195 14.388634 -22.824717 -1.8 0.8 0.1
H 0.864216 14.907493 -20.298962 0.2 0.2 0.1
H 1.730372 16.132888 -21.323143 -0.1 0.1 0.2
H 2.007866 14.434198 -21.567544 -0.2 -0.1 -0.1
H -1.286811 14.863324 -20.961741 -0.1 -0.4 0.0
H -3.027416 15.030717 -22.587962 0.1 0.1 -0.4
H -2.570057 13.397561 -22.597848 0.7 -0.2 0.0
H -1.964128 14.486884 -23.887755 0.5 0.0 0.1
C 4.010446 11.590875 -23.965790 0.1 -0.2 -0.6
C 2.556974 12.051071 -23.748911 1.4 -0.8 -0.7
O 2.163824 13.140935 -24.102251 -0.4 0.8 0.2
N 1.816897 11.084815 -23.189151 -0.5 0.4 0.6
C 0.411279 11.204552 -22.839183 -0.5 -0.2 -0.2
H 4.290671 10.972196 -23.115219 0.4 0.0 -0.1
H 4.768205 12.338369 -24.207107 -0.4 0.6 0.8
H 4.128554 11.018100 -24.893594 -0.7 -0.5 0.2
H 2.269683 10.217212 -22.968639 0.1 0.0 0.0
H 0.211244 10.855293 -21.825554 0.3 -0.2 0.0
H -0.167144 10.614383 -23.549399 -0.2 0.1 0.1
H 0.040139 12.226282 -22.880963 0.4 0.1 -0.4
C 4.097679 17.823221 -25.153521 1.1 1.2 -1.0
C 3.870552 16.504546 -24.507398 -2.2 0.9 -0.4
O 2.884686 15.843091 -24.824350 0.8 -0.7 0.3
N 4.723241 16.227587 -23.524776 0.3 -0.4 1.0
C 4.762546 15.027982 -22.703545 0.3 0.3 0.5
H 4.282568 18.672039 -24.489355 -0.3 -0.3 0.4
H 3.337540 18.107377 -25.873569 -0.2 -0.3 0.2
H 5.035673 17.801250 -25.723426 -0.1 -0.3 -0.1
H 5.194181 17.038334 -23.161663 0.4 -0.1 -0.1
H 4.654169 15.249765 -21.637918 -0.1 0.4 -0.1
H 5.770080 14.623744 -22.805151 -0.2 -0.6 -0.1
H 3.952267 14.340138 -22.925940 0.2 0.0 -0.6
C 4.781347 14.096595 -27.184848 -0.1 0.3 0.5
C 3.512132 13.289470 -27.148494 1.0 0.3 -0.4
O 2.450732 13.786272 -26.817246 -0.8 0.0 0.2
N 3.613995 12.022276 -27.551536 -0.5 -1.0 0.1
C 2.432583 11.138744 -27.633216 0.7 1.2 -0.3
H 4.787739 14.613209 -26.222096 0.3 0.1 -0.1
H 4.717506 14.864195 -27.955121 -0.2 0.0 0.0
H 5.698634 13.527208 -27.323633 -0.1 -0.2 0.0
H 4.519412 11.617222 -27.694302 0.1 0.2 -0.2
H 1.797757 11.580490 -28.400989 -0.3 -0.3 0.2
H 1.921164 11.168667 -26.672829 -0.2 -0.4 -0.1
H 2.785239 10.166885 -27.963317 -0.2 -0.2 0.3
```
Positions in Å, forces in eV/Å.

Atom charges from the Mulliken analysis, given in e for atoms 1 to 8:
1. Ni 1.14
2. C 0.69
3. F -0.23
4. F -0.24
5. F -0.20
6. S 0.50
7. O -0.56
8. O -0.53


(4)
Entry from the Open Molecules 2025 dataset: 2 unconnected molecules or ions with the total composition C14H28ClI2N3O5PS3 in a non-equilibrium geometry (wB97M-V/def2-TZVPD).

The calculation puts the HOMO energy at -12.2 eV. Its spin multiplicity is 1. Its total energy is -100189.7583 eV. The value obtained for the gap between HOMO and LUMO is 8.42 eV. The value obtained for the energy relative to the best compared isomer or geometry (same formula, charge and spin) is 51.22 kJ/mol. The total charge is +1.

XYZ file:
```
57
Properties=species:S:1:pos:R:3:forces:R:3
C 5.353163 0.060128 3.338128 0.2 -0.4 -0.5
C 4.334081 0.124042 2.192904 0.2 -0.2 0.4
I 4.476093 -1.841283 1.257234 0.0 0.0 0.1
C 2.878852 0.444960 2.564095 0.2 0.4 -0.1
I 2.890552 1.745829 4.322621 0.0 -0.2 0.0
C 2.029059 1.207111 1.495254 0.1 0.1 0.7
N 2.733483 1.645336 0.226864 -0.9 -0.3 -0.1
P 3.336675 0.535487 -1.007851 0.5 0.7 -1.7
S 3.225931 1.325129 -2.778141 0.0 -0.1 0.5
C 1.583678 2.177694 -0.426254 0.3 -1.0 -0.1
N 1.571186 3.360807 -0.949435 -0.1 0.1 -0.1
S 0.168236 4.028139 -1.688368 -0.1 0.3 0.1
N 0.575090 1.281410 -0.365003 -0.3 1.3 1.1
C 0.547264 0.813305 1.082466 0.5 0.0 -1.1
C -0.545899 1.690692 1.728919 0.4 -0.5 0.8
C -0.754512 1.595013 3.249800 -0.5 0.0 -0.1
C -1.284418 2.921084 3.780083 -0.2 -0.1 -0.4
Cl -0.002617 4.049133 4.268444 0.1 0.2 0.1
S -0.188739 -0.877245 1.022599 -1.3 -1.0 -0.4
C 0.945881 -2.212859 1.025037 0.4 -0.2 0.1
O -0.875553 -0.899788 -0.243253 0.7 0.4 0.0
O -1.012676 -1.053530 2.183432 0.5 0.4 0.5
H 5.731669 1.046105 3.579371 -0.2 0.2 0.3
H 6.205624 -0.517379 2.991323 0.1 0.1 0.0
H 4.964315 -0.464974 4.202832 -0.1 0.1 0.2
H 4.717694 0.838561 1.472532 -0.1 0.0 -0.2
H 2.371030 -0.438975 2.926181 -0.1 -0.1 0.0
H 1.828110 2.168854 1.962698 0.1 0.1 0.0
H 2.596069 -0.645693 -0.926256 0.0 0.0 0.5
H 4.658651 0.293802 -0.665858 -0.1 -0.2 0.5
H 2.437471 3.882527 -0.920358 0.1 0.0 0.0
H 0.760535 4.381830 -2.839362 0.1 -0.2 -0.1
H -0.332320 1.660057 -0.619047 -0.1 -0.4 -0.5
H -1.482416 1.398012 1.255086 -0.1 0.3 -0.2
H -0.291609 2.724636 1.492025 0.0 0.1 -0.2
H 0.126643 1.244328 3.775894 0.1 0.2 0.1
H -1.530184 0.859452 3.438282 0.0 -0.2 0.0
H -1.827122 3.428099 2.985005 -0.1 0.1 0.0
H -1.995293 2.782329 4.585063 0.2 0.0 0.4
H 1.570904 -2.253162 0.143141 0.0 0.1 -0.2
H 0.276057 -3.070745 1.023457 -0.2 0.0 0.0
H 1.548268 -2.260485 1.924041 0.0 0.1 0.1
C -3.041344 -1.969208 -1.968741 -0.4 -0.2 -0.1
C -2.910594 -1.518558 -3.406100 0.2 0.2 0.2
O -3.285593 -2.542997 -4.336893 0.1 0.0 0.0
C -4.598199 -2.715001 -4.488437 0.0 0.0 -0.1
O -5.461533 -2.074938 -3.949850 -0.1 0.1 0.1
O -4.786614 -3.706804 -5.352766 0.0 -0.1 0.0
C -6.159570 -4.044461 -5.576792 -0.1 -0.1 -0.1
H -2.476462 -2.887883 -1.804037 0.1 0.1 0.0
H -2.665986 -1.203186 -1.296640 -0.1 -0.1 -0.1
H -4.082224 -2.171601 -1.716835 0.0 0.0 -0.1
H -1.869609 -1.297343 -3.638509 0.0 -0.1 -0.1
H -3.495475 -0.618672 -3.597778 -0.1 -0.1 0.0
H -6.733377 -3.167005 -5.863889 0.0 0.0 0.1
H -6.588065 -4.492616 -4.682341 0.0 0.1 0.0
H -6.164258 -4.767502 -6.386019 0.1 0.0 0.0
```
Positions in Å, forces in eV/Å.

Atom charges from the Mulliken analysis, given in e for atoms 1 to 8:
1. C -1.71
2. C -0.44
3. I 0.17
4. C -1.00
5. I 0.19
6. C -0.79
7. N -0.14
8. P 0.16